No. 1
The following is a DFT calculation (ωB97M-V with the def2-TZVPD basis set) of the molecule C7H12 in a non-equilibrium geometry.

Last column: natural (NBO) charge in e.
CARTESIAN COORDINATES (ANGSTROEM)
C (0.6680, 1.0656, -1.0733)  -0.002
C (-0.5974, 1.0484, -0.2744)  -0.461
C (2.8464, -0.9315, 0.9949)  -0.637
C (-1.4635, -0.2186, -0.4147)  -0.395
C (-2.8236, 0.0043, 0.2481)  -0.599
C (2.1433, -0.2612, -0.1036)  -0.246
C (1.8130, 0.9836, -0.4108)  -0.099
H (0.6350, 0.8825, -2.1474)  0.196
H (-3.3304, 0.8664, -0.2001)  0.203
H (2.0477, -1.1741, 1.7096)  0.214
H (-0.3443, 1.1956, 0.7837)  0.220
H (-1.6045, -0.4645, -1.4741)  0.198
H (-3.4770, -0.8664, 0.1361)  0.212
H (1.5044, -0.9651, -0.6434)  0.143
H (3.2472, -1.8712, 0.6143)  0.210
H (-2.7136, 0.2068, 1.3201)  0.205
H (-0.9744, -1.0894, 0.0451)  0.206
H (3.5951, -0.3258, 1.4941)  0.213
H (-1.1715, 1.9147, -0.6041)  0.219

Calculated values
- energy relative to the best compared isomer or geometry (same formula, charge and spin) (kcal per mole) = 86.5
- SMILES string = CC=C=CCCC
- max |F| (eV/A) = 1.074
- E_LUMO (eV) = 0.434
- Kohn-Sham gap (eV) = 8.77

=====

No. 2
The following is a DFT calculation (ωB97M-V with the def2-TZVPD basis set) of a cluster of 2 separate species, C3H7NO3 in total in a non-equilibrium geometry.

Last column: natural (NBO) charge in e.
CARTESIAN COORDINATES (ANGSTROEM)
O (2.6250, -0.3961, -0.3717)  -0.570
O (-1.6934, -1.7566, -0.3508)  -0.555
O (-1.7494, 6.6405, -0.7825)  -0.952
N (0.4952, -1.0528, -0.3679)  -0.654
C (-0.1009, -2.6150, 1.3566)  -0.762
C (1.6383, -0.7768, 0.2479)  0.510
C (-0.5772, -1.7450, 0.1999)  0.700
H (1.7743, -0.8551, 1.3591)  0.151
H (-0.2375, -2.1744, 2.2973)  0.245
H (0.8198, -3.2050, 1.2795)  0.244
H (-2.4565, 7.1685, -0.2533)  0.475
H (-0.7055, -3.4529, 1.4412)  0.251
H (0.2876, -0.8773, -1.3667)  0.439
H (-2.1679, 5.6840, -0.9676)  0.476

Calculated values
- energy relative to the best compared isomer or geometry (same formula, charge and spin) (kcal per mole) = 47.5
- SMILES string = CC(=O)NC=O.O
- max |F| (eV/A) = 4.174
- E_LUMO (eV) = 0.576
- Kohn-Sham gap (eV) = 10.98